1.
C2H10O2S | ωB97M-V/def2-TZVPD

ORCA input file:
```
! RIJCOSX wB97M-V def2-TZVPD def2/J DEFGRID3
* xyz 0 1
C 0.750 -1.183 1.227
C 1.136 0.179 0.689
S 2.405 -0.002 -0.689
H -0.136 -1.062 1.848
H 1.570 -1.612 1.782
H 0.398 -1.690 0.309
H 0.221 0.782 0.318
H 1.563 0.958 1.341
H 0.510 -1.578 -2.500
H -2.851 0.456 0.907
H 0.089 -0.970 -2.409
O -1.920 0.533 0.676
H -1.519 2.395 -1.533
H -1.340 1.076 -0.663
O -0.874 1.718 -1.303
*
```

The calculation puts the highest occupied orbital energy at -8.7 eV. As for the gap between HOMO and LUMO: 3.696 eV. The molecular weight is 98.17 g/mol. For the relative energy (zero: lowest compared OMol25 entry of this formula, charge and spin), the calculation gives 714.1 kJ/mol. The calculation puts the maximum force at 3.146 eV/Å.

natural (NBO) charges in e: C -0.642; C -0.588; S 0.398; H 0.257; H 0.213; H 0.237; H 0.393; H 0.273; H -0.011; H 0.446; H 0.017; O -0.997; H 0.472; H 0.501; O -0.969


2.
C20H43InN2OP3S | ωB97M-V/def2-TZVPD

ORCA input file:
```
! RIJCOSX wB97M-V def2-TZVPD def2/J DEFGRID3
* xyz 3 1
In 0.050 -0.057 0.218
P -0.620 1.586 -1.850
P -2.104 -1.552 -0.209
P 2.563 0.681 0.050
H 3.053 -8.983 2.193
C 3.784 -8.433 2.803
C 3.560 -8.166 4.094
H 2.634 -8.481 4.595
C -0.061 0.871 -3.436
C -2.404 1.879 -2.033
C 0.117 3.250 -1.751
C -2.001 -2.859 1.049
C -3.752 -0.820 0.000
C -2.043 -2.395 -1.821
C 3.459 -0.247 1.327
C 2.955 2.428 0.342
C 3.283 0.176 -1.543
H 4.732 -8.163 2.315
H 4.312 -7.662 4.718
H -0.390 1.507 -4.265
H -0.476 -0.134 -3.568
H 1.030 0.777 -3.459
H -2.554 2.619 -2.825
H -2.828 2.268 -1.101
H -2.938 0.960 -2.294
H 0.636 3.493 -2.684
H 0.848 3.280 -0.937
H -0.637 4.018 -1.548
H -2.951 -3.396 1.133
H -1.750 -2.383 2.004
H -1.192 -3.559 0.813
H -4.463 -1.288 -0.691
H -3.705 0.257 -0.190
H -4.085 -0.967 1.033
H -2.783 -3.203 -1.827
H -1.045 -2.818 -1.979
H -2.239 -1.689 -2.639
H 4.432 0.208 1.542
H 3.594 -1.291 1.024
H 2.837 -0.243 2.231
H 3.953 2.475 0.792
H 2.226 2.887 1.025
H 2.956 2.981 -0.602
H 4.372 0.111 -1.433
H 3.021 0.885 -2.339
H 2.894 -0.809 -1.823
C 1.270 -2.625 1.558
C 1.495 -3.264 0.302
C 2.210 -4.449 0.258
C 2.733 -4.991 1.435
C 2.562 -4.348 2.668
C 1.847 -3.166 2.739
O 0.548 -1.533 1.712
H 0.527 -1.001 -1.291
H 1.118 -2.815 -0.621
H 2.347 -4.942 -0.709
H 3.280 -5.931 1.392
H 2.985 -4.769 3.584
H 1.689 -2.593 3.655
S -1.133 1.341 2.197
C -0.838 2.973 1.802
N -1.665 3.794 1.120
C -1.318 5.198 1.287
C -0.005 5.137 2.065
N 0.249 3.703 2.173
H -2.551 3.453 0.757
H -2.104 5.726 1.843
H -1.190 5.717 0.328
H -0.104 5.595 3.058
H 0.804 5.663 1.543
H 0.910 3.300 2.833
*
```

The calculation puts the highest occupied orbital energy (alpha / beta) at -15.3 / -15.4 eV. As for the gap between HOMO and LUMO (alpha / beta): 4.426 / 3.456 eV. The molecular weight is 567.38 g/mol. For the relative energy (zero: lowest compared OMol25 entry of this formula, charge and spin), the calculation gives 0.0 kJ/mol. The calculation puts the maximum force at 2.449 eV/Å.

Löwdin charges in e: In 0.221; P 0.751; P 0.804; P 0.801; H 0.056; C -0.104; C -0.081; H 0.058; C -0.230; C -0.239; C -0.224; C -0.213; C -0.205; C -0.225; C -0.215; C -0.217; C -0.221; H 0.053; H 0.056; H 0.077; H 0.043; H 0.039; H 0.076; H 0.031; H 0.048; H 0.072; H 0.003; H 0.052; H 0.085; H 0.061; H 0.055; H 0.082; H 0.024; H 0.074; H 0.080; H 0.045; H 0.052; H 0.079; H 0.061; H 0.057; H 0.076; H 0.025; H 0.060; H 0.080; H 0.052; H 0.046; C -0.385; C -0.015; C -0.004; C 0.030; C 0.008; C 0.053; O -0.202; H 0.070; H 0.074; H 0.139; H 0.118; H 0.135; H 0.148; S 0.728; C -0.773; N 0.048; C -0.104; C -0.101; N 0.032; H 0.145; H 0.143; H 0.128; H 0.142; H 0.134; H 0.154


3.
C19H14BrClMnN3O2 | ωB97M-V/def2-TZVPD

ORCA input file:
```
! RIJCOSX wB97M-V def2-TZVPD def2/J DEFGRID3
* xyz 1 6
Mn -0.197 -0.720 -0.615
C 3.760 -1.253 1.400
C 2.553 -1.483 0.728
N 1.768 -0.499 0.333
C 2.140 0.779 0.568
C 3.326 1.105 1.232
C 4.142 0.038 1.654
C 3.663 2.484 1.445
C 2.854 3.469 1.004
C 1.635 3.165 0.309
C 0.770 4.157 -0.188
C -0.372 3.792 -0.851
C -0.653 2.431 -1.011
N 0.138 1.479 -0.552
C 1.273 1.831 0.097
H 4.368 -2.092 1.706
H 2.212 -2.486 0.500
H 5.069 0.250 2.173
H 4.583 2.716 1.965
H 3.112 4.508 1.161
H 1.018 5.201 -0.044
H -1.053 4.530 -1.250
H -1.548 2.110 -1.531
Br -0.988 -0.459 2.578
C -2.494 -0.840 1.492
C -3.741 -1.010 2.061
C -4.793 -1.305 1.208
C -4.561 -1.418 -0.154
C -3.277 -1.230 -0.626
N -2.251 -0.939 0.191
H -3.873 -0.920 3.128
H -5.788 -1.449 1.609
H -5.357 -1.653 -0.844
H -3.030 -1.318 -1.677
Cl -2.178 -3.648 -4.006
C -0.661 -3.802 -3.100
C -0.418 -2.633 -2.177
O 0.183 -2.843 -1.088
O -0.801 -1.467 -2.495
H 0.159 -3.859 -3.815
H -0.689 -4.719 -2.520
*
```

The calculation puts the highest occupied orbital energy (alpha / beta) at -11.9 / -12.3 eV. As for the gap between HOMO and LUMO (alpha / beta): 8.478 / 8.693 eV. The molecular weight is 486.63 g/mol. For the relative energy (zero: lowest compared OMol25 entry of this formula, charge and spin), the calculation gives 0.0 kJ/mol. The calculation puts the maximum force at 0.098 eV/Å.

natural (NBO) charges in e: Mn 1.572; C -0.242; C 0.094; N -0.570; C 0.231; C -0.095; C -0.095; C -0.169; C -0.160; C -0.074; C -0.100; C -0.240; C 0.092; N -0.551; C 0.148; H 0.245; H 0.234; H 0.234; H 0.234; H 0.233; H 0.236; H 0.245; H 0.213; Br 0.106; C 0.161; C -0.258; C -0.114; C -0.239; C 0.060; N -0.603; H 0.252; H 0.242; H 0.248; H 0.244; Cl -0.026; C -0.484; C 0.749; O -0.761; O -0.787; H 0.250; H 0.245


4.
C20H40GaO20S5 | ωB97M-V/def2-TZVPD

ORCA input file:
```
! RIJCOSX wB97M-V def2-TZVPD def2/J DEFGRID3
* xyz -1 1
C 1.328 3.933 2.760
C 0.818 2.856 2.904
C 0.198 1.544 3.090
C -1.086 1.578 3.936
C -2.058 0.431 3.640
Ga -2.619 0.132 1.696
C -1.173 -0.796 0.544
C -0.106 -1.543 1.370
C -0.536 0.127 -0.494
C 0.146 -0.579 -1.678
C 0.271 0.328 -2.911
H 1.815 4.859 2.588
H -0.025 1.141 2.101
H 0.947 0.892 3.548
H -1.563 2.551 3.828
H -0.771 1.530 4.988
H -2.983 0.645 4.185
H -1.667 -0.494 4.086
H -3.888 -0.902 1.734
H -3.077 1.494 0.961
H -1.727 -1.554 -0.025
H -0.459 -1.686 2.396
H 0.837 -0.996 1.435
H 0.098 -2.540 0.957
H -1.301 0.801 -0.895
H 0.215 0.773 -0.022
H -0.412 -1.488 -1.918
H 1.157 -0.875 -1.381
H 1.202 0.149 -3.447
H -0.577 0.228 -3.588
H 0.297 1.366 -2.569
C -3.749 6.342 5.923
C -5.223 5.990 5.861
O -5.288 4.978 4.856
S -3.957 4.074 4.892
O -4.202 2.911 5.663
O -3.437 4.026 3.581
O -3.089 5.082 5.792
H -3.452 6.991 5.096
H -3.457 6.788 6.870
H -5.849 6.823 5.553
H -5.580 5.583 6.809
C -1.554 -5.021 1.923
C -0.626 -4.554 3.023
O -0.819 -5.535 4.072
S -1.101 -6.955 3.435
O 0.098 -7.722 3.382
O -2.255 -7.510 4.046
O -1.427 -6.463 1.962
H -2.591 -4.751 2.121
H -1.257 -4.668 0.941
H -0.888 -3.571 3.399
H 0.419 -4.573 2.713
C 2.020 -9.124 -0.057
C 2.697 -9.094 1.298
O 3.811 -8.207 1.098
S 3.418 -7.059 0.063
O 3.020 -5.886 0.751
O 4.426 -7.008 -0.935
O 2.110 -7.767 -0.516
H 2.547 -9.769 -0.763
H 0.973 -9.404 -0.002
H 3.078 -10.062 1.611
H 2.041 -8.681 2.067
C 4.533 1.376 -6.681
C 4.489 0.546 -5.413
O 3.181 0.809 -4.887
S 2.137 1.008 -6.073
O 1.445 -0.198 -6.337
O 1.439 2.222 -5.844
O 3.218 1.224 -7.235
H 4.710 2.432 -6.469
H 5.257 1.013 -7.405
H 5.223 0.850 -4.673
H 4.584 -0.521 -5.620
C 0.642 5.145 -5.895
C -0.592 6.012 -5.757
O -0.090 7.229 -5.175
S 1.373 7.530 -5.725
O 1.309 8.437 -6.817
O 2.218 7.804 -4.619
O 1.665 6.078 -6.305
H 0.929 4.692 -4.948
H 0.553 4.376 -6.654
H -1.337 5.589 -5.090
H -1.041 6.244 -6.724
*
```

The calculation puts the highest occupied orbital energy at -4.5 eV. As for the gap between HOMO and LUMO: 6.235 eV. The molecular weight is 830.58 g/mol. The calculation puts the maximum force at 0.571 eV/Å.

Löwdin charges in e: C 0.082; C -0.148; C -0.224; C -0.297; C -0.320; Ga 0.333; C -0.467; C -0.156; C -0.303; C -0.261; C -0.115; H 0.001; H 0.068; H 0.117; H 0.068; H 0.099; H 0.021; H 0.027; H -0.106; H -0.085; H 0.057; H 0.028; H 0.068; H 0.052; H 0.081; H 0.098; H 0.100; H 0.098; H 0.033; H 0.074; H 0.072; C -0.170; C -0.175; O -0.192; S 0.594; O -0.209; O -0.203; O -0.190; H 0.133; H 0.131; H 0.131; H 0.131; C -0.132; C -0.146; O -0.183; S 0.573; O -0.245; O -0.225; O -0.195; H 0.140; H 0.132; H 0.123; H 0.134; C -0.154; C -0.149; O -0.190; S 0.587; O -0.215; O -0.225; O -0.188; H 0.130; H 0.136; H 0.134; H 0.113; C -0.157; C -0.151; O -0.194; S 0.585; O -0.205; O -0.222; O -0.190; H 0.134; H 0.133; H 0.137; H 0.136; C -0.158; C -0.148; O -0.189; S 0.582; O -0.231; O -0.222; O -0.191; H 0.131; H 0.119; H 0.139; H 0.132